{"formula": "C21H27N4SbSe4SiY", "method": "ωB97M-V/def2-TZVPD", "e_homo_ev": -3.31, "lumo_energy_ev": 1.952, "e_above_lowest_kcal_mol": 48.48, "orbital_gap_ev": 5.27, "charge": -1, "symbols": ["Y", "C", "N", "C", "C", "C", "C", "C", "C", "N", "C", "C", "C", "C", "C", "C", "N", "C", "C", "C", "C", "C", "N", "H", "H", "H", "H", "H", "H", "H", "H", "H", "H", "H", "H", "H", "H", "H", "H", "H", "H", "Se", "Sb", "Se", "Se", "Se", "C", "Si", "C", "C", "H", "H", "H", "H", "H", "H", "H", "H", "H"], "positions_angstrom": [[0.98234, 0.20210, -0.40606], [-1.72819, -1.80001, 0.75212], [-1.24014, -1.42167, -0.57508], [-2.33535, -0.78668, -1.31236], [-2.46589, 0.66640, -0.95419], [-3.70132, 1.28711, -0.84444], [-3.74486, 2.65256, -0.61255], [-2.55409, 3.35133, -0.50955], [-1.36459, 2.65151, -0.61466], [-1.31955, 1.33323, -0.81833], [-0.70263, -2.57642, -1.30122], [-0.11893, -2.15692, -2.62929], [-0.02177, -3.05980, -3.67184], [0.52637, -2.63325, -4.87283], [0.91848, -1.31441, -4.99785], [0.77646, -0.47149, -3.90617], [0.28121, -0.88580, -2.74004], [-0.61198, -2.03395, 1.72953], [-0.62067, -3.09277, 2.62369], [0.42907, -3.21397, 3.52112], [1.44725, -2.27672, 3.49212], [1.37742, -1.25923, 2.55838], [0.36889, -1.13645, 1.69519], [-2.38077, -2.68320, 0.69614], [-2.33235, -0.96942, 1.12983], [-3.28507, -1.31381, -1.14776], [-2.11601, -0.83808, -2.37813], [-4.61053, 0.70773, -0.94080], [-4.69432, 3.16302, -0.51382], [-2.53831, 4.41791, -0.33555], [-0.40588, 3.14655, -0.52918], [-1.48269, -3.33633, -1.46457], [0.09262, -3.02013, -0.69459], [-0.35171, -4.08195, -3.53822], [0.64032, -3.32583, -5.69717], [1.35185, -0.93536, -5.91243], [1.07926, 0.56775, -3.93680], [-1.42905, -3.81202, 2.60475], [0.45561, -4.03727, 4.22341], [2.29536, -2.34090, 4.15834], [2.16193, -0.51842, 2.47482], [6.42178, -0.96526, -1.02873], [4.31059, 0.11802, -0.61882], [2.72470, -1.97989, -0.58432], [1.81455, 2.37806, -2.09003], [3.66131, 1.15949, -2.94106], [-0.39300, 2.05301, 3.10644], [1.06355, 2.21041, 1.85343], [1.02920, 4.08936, 1.46294], [2.59641, 2.15508, 3.01143], [-0.31235, 2.79509, 3.90944], [-0.41586, 1.06010, 3.56761], [-1.36041, 2.20288, 2.61257], [1.23672, 4.65748, 2.37670], [0.06445, 4.44011, 1.08242], [1.78887, 4.34492, 0.72017], [2.56235, 2.99192, 3.71838], [3.52176, 2.23811, 2.43599], [2.65760, 1.23618, 3.60151]], "atomic_forces_ev_per_a": [[-0.249, 0.134, -0.464], [0.038, 0.012, 0.015], [-0.019, 0.016, 0.020], [0.029, -0.043, 0.003], [-0.043, 0.029, -0.017], [-0.033, 0.019, -0.016], [0.053, -0.002, 0.001], [-0.056, 0.035, 0.006], [0.037, -0.058, -0.038], [0.017, 0.039, 0.146], [-0.027, 0.015, -0.014], [-0.027, -0.013, -0.004], [0.011, -0.007, -0.004], [0.002, 0.016, 0.011], [0.002, -0.031, -0.022], [0.039, 0.024, 0.052], [-0.002, -0.076, 0.073], [-0.011, -0.026, 0.001], [-0.002, 0.002, -0.002], [0.011, 0.025, -0.015], [-0.063, -0.045, 0.046], [0.061, 0.006, -0.068], [0.074, -0.044, 0.055], [-0.007, 0.002, -0.005], [0.002, 0.008, -0.007], [-0.002, 0.001, 0.011], [-0.006, -0.002, -0.004], [0.015, -0.020, -0.004], [-0.006, -0.004, -0.005], [0.023, 0.000, -0.001], [-0.017, 0.005, -0.001], [0.001, -0.004, -0.006], [0.008, 0.005, -0.009], [-0.011, 0.002, 0.013], [-0.002, 0.004, -0.005], [0.001, 0.004, 0.005], [-0.018, -0.013, -0.018], [-0.005, 0.004, -0.004], [0.002, 0.002, 0.004], [0.003, 0.018, -0.005], [0.014, -0.010, 0.015], [0.153, 0.108, -0.009], [0.151, -0.318, 0.008], [-0.082, 0.299, 0.048], [-0.065, -0.040, 0.062], [0.015, -0.040, 0.082], [0.013, 0.023, 0.011], [0.045, -0.065, 0.024], [-0.006, 0.013, -0.002], [-0.053, 0.021, -0.006], [-0.020, -0.014, 0.013], [-0.002, 0.003, 0.013], [0.002, 0.001, -0.010], [-0.003, 0.006, -0.008], [0.005, 0.000, 0.021], [0.000, -0.001, -0.008], [0.001, -0.014, 0.017], [-0.002, -0.012, -0.007], [0.014, 0.000, 0.009]], "mulliken_charge": [0.05, -0.95, 0.90, -0.97, 0.52, -1.09, -0.42, -1.16, -0.16, 0.70, -0.73, 0.54, -1.11, -0.41, -1.00, -0.60, 1.05, 0.28, -1.03, -0.45, -1.13, -0.23, 0.91, 0.29, 0.45, 0.25, 0.46, 0.45, 0.41, 0.43, 0.42, 0.41, 0.32, 0.45, 0.40, 0.42, 0.57, 0.44, 0.40, 0.44, 0.44, -0.74, 0.16, -0.57, -0.47, -0.36, -1.38, 0.98, -1.37, -1.33, 0.40, 0.32, 0.29, 0.44, 0.33, 0.30, 0.40, 0.30, 0.36]}